--- P ---
2 unconnected molecules or ions with the total composition C5H14N2O. Source: the OMol25 dataset; level of theory: wB97M-V/def2-TZVPD.

Cartesian coordinates (Å):
C: 0.0287 0.4117 -0.4770
C: 0.1888 -0.4133 0.7096
C: 3.2171 -0.0300 0.1780
C: -2.1744 -0.9771 -0.3869
C: -2.0313 1.1143 0.9339
N: -1.3345 0.0457 0.2278
N: 0.3972 -0.2078 -1.6602
O: 2.2764 -1.0222 0.0309
H: 0.1611 1.4866 -0.3714
H: 1.2857 -0.7155 -1.3844
H: 0.5025 0.4200 -2.4441
H: 0.4461 0.0115 1.6670
H: 0.2442 -1.4805 0.5975
H: 3.5311 0.1310 1.2310
H: 4.1521 -0.2270 -0.3842
H: 2.8750 0.9772 -0.1792
H: -1.5533 -1.6028 -1.0247
H: -2.9410 -0.5044 -1.0062
H: -2.6505 -1.5816 0.3868
H: -1.3058 1.8000 1.3708
H: -2.6386 0.6939 1.7376
H: -2.6766 1.6702 0.2474

Calculated values
Total charge: 0

=====

--- Q ---
2 unconnected molecules or ions with the total composition C5H14N2O. Source: the OMol25 dataset; level of theory: wB97M-V/def2-TZVPD.

Cartesian coordinates (Å):
N: -2.7985 -0.8169 0.3774
C: -2.3618 0.4728 0.5340
N: -2.3878 1.2200 -0.6191
O: -1.9850 0.9175 1.5923
H: -3.3568 -1.0628 -0.4216
H: -2.9896 -1.3171 1.2288
H: -2.4423 0.7561 -1.5101
H: -1.8478 2.0679 -0.5957
C: 1.1644 1.2586 -0.1170
C: 1.0817 -0.2621 -0.2220
C: 2.2099 -0.8058 -1.0955
C: 1.1267 -0.8821 1.1716
H: 0.3678 1.6320 0.5220
H: 2.1156 1.5531 0.3216
H: 1.0827 1.7229 -1.0984
H: 0.1243 -0.5293 -0.6856
H: 2.1090 -1.8805 -1.2287
H: 3.1740 -0.6076 -0.6325
H: 2.1992 -0.3360 -2.0768
H: 0.2932 -0.5201 1.7679
H: 1.0679 -1.9666 1.1130
H: 2.0531 -0.6139 1.6744

Calculated values
Total charge: 0
Structure (SMILES): NC(N)=O.CC(C)C

=====

--- R ---
2 unconnected molecules or ions with the total composition C5H14N2O. Source: the OMol25 dataset; level of theory: wB97M-V/def2-TZVPD.

Cartesian coordinates (Å):
C: -0.1188 3.0888 1.0358
N: -0.6782 1.7412 0.9933
C: 0.0450 0.8260 0.1985
C: -0.3281 -0.4036 -0.1446
C: 0.6283 -1.2977 -0.9085
C: 0.2364 -1.5512 -2.3674
N: -0.9869 -2.3638 -2.4640
H: -0.7133 3.7180 1.6918
H: 0.8934 3.0491 1.4405
H: -0.0492 3.5445 0.0407
H: -1.6437 1.8132 0.6945
H: 0.9568 1.2921 -0.1688
H: -1.2782 -0.8167 0.1734
H: 0.7097 -2.2432 -0.3768
H: 1.5775 -0.7512 -0.8879
H: 0.0049 -0.6307 -2.9032
H: 0.9888 -2.0244 -2.9966
H: -1.8152 -1.9628 -2.0301
H: -0.8776 -3.3087 -2.1140
O: 1.0507 -0.1043 3.1816
H: 1.5693 0.4285 2.5770
H: 0.5922 -0.7087 2.6073

Calculated values
Total charge: 0
Structure (SMILES): CN/C=C/CCN.O

=====

Short version: P is the least stable of them.

=====

--- P ---
2 unconnected molecules or ions with the total composition C5H14N2O. Source: the OMol25 dataset; level of theory: wB97M-V/def2-TZVPD.

Cartesian coordinates (Å):
C: -1.1801 -0.2010 -1.7029
N: -0.2906 -0.5983 -0.6438
C: -0.6900 -0.6757 0.5726
C: 0.2318 -1.3318 1.5596
C: -2.1492 -0.6417 0.9607
H: -0.5755 0.1013 -2.5580
H: -1.8086 0.6597 -1.4512
H: -1.8339 -1.0331 -1.9842
H: 1.2667 -1.2156 1.2499
H: 0.1077 -0.8920 2.5492
H: -0.0176 -2.3900 1.6557
H: -2.6965 -1.3976 0.3925
H: -2.2928 -0.8767 2.0125
H: -2.6027 0.3161 0.7067
C: 1.3982 2.1728 0.1761
O: 1.6479 1.2560 -1.1127
N: 2.5153 0.1681 -1.0091
H: 1.0458 3.0921 -0.2837
H: 2.4175 2.3510 0.5178
H: 0.7622 1.8829 1.0124
H: 1.9812 -0.6395 -0.6624
H: 2.7631 -0.1069 -1.9579

Calculated values
Total charge: 0
Structure (SMILES): CN=C(C)C.CON

=====

--- Q ---
A single C5H14N2O molecule. Source: the OMol25 dataset; level of theory: wB97M-V/def2-TZVPD.

Cartesian coordinates (Å):
C: -2.5271 -0.3913 -0.2964
N: -1.5168 -0.6786 -1.2909
C: -0.0512 -0.6259 -0.8821
C: 0.4433 0.1351 0.3742
C: 0.2727 1.6527 0.2530
N: -0.1847 -0.3217 1.6120
C: 2.0322 -0.2009 0.4315
O: 2.7353 0.1187 -0.7614
H: -2.4446 -1.0367 0.5815
H: -2.5355 0.6609 0.0031
H: -3.5169 -0.5929 -0.7234
H: -1.6682 -0.0863 -2.1059
H: 0.2340 -1.6809 -0.7969
H: 0.4536 -0.2229 -1.7675
H: -0.7773 1.9526 0.2962
H: 0.6871 2.0193 -0.6913
H: 0.7910 2.1739 1.0666
H: 0.3129 0.0160 2.4321
H: -0.2397 -1.3382 1.6387
H: 2.2128 -1.2540 0.6784
H: 2.4766 0.3954 1.2355
H: 2.8107 -0.6942 -1.2868

Calculated values
Total charge: 0
Structure (SMILES): CNC[C@@](C)(N)CO

=====

--- R ---
A single C5H14N2O molecule. Source: the OMol25 dataset; level of theory: wB97M-V/def2-TZVPD.

Cartesian coordinates (Å):
C: 3.0752 -0.1417 0.1730
C: 2.1094 0.9817 -0.1723
N: 0.7012 0.4922 -0.7075
C: -0.0766 0.0726 0.3719
O: 0.1826 -1.2561 0.7624
N: -1.5407 0.2129 -0.1655
C: -2.5809 0.3948 0.8152
C: -1.9380 -0.6029 -1.2873
H: 4.0385 0.2633 0.4833
H: 2.6764 -0.7549 0.9791
H: 3.2326 -0.7855 -0.6915
H: 2.4889 1.5879 -0.9969
H: 1.9516 1.6473 0.6786
H: 0.8542 -0.2947 -1.3318
H: -0.0002 0.7642 1.2223
H: -0.4380 -1.5090 1.4545
H: -2.9586 -0.5566 1.2278
H: -3.4223 0.9062 0.3398
H: -2.2179 1.0184 1.6330
H: -1.1598 -0.6054 -2.0476
H: -2.1352 -1.6482 -1.0033
H: -2.8424 -0.1865 -1.7372

Calculated values
Total charge: 0
Structure (SMILES): CCN[C@H](O)N(C)C

=====

Short version: P is the least stable of them.

=====

--- P ---
3 unconnected molecules or ions with the total composition C5H14N2O. Source: the OMol25 dataset; level of theory: wB97M-V/def2-TZVPD.

Cartesian coordinates (Å):
C: -0.0290 -0.1991 -0.6573
C: 1.2201 -0.6665 1.3045
C: -0.2157 1.8379 0.6036
C: 0.7582 -1.0228 -1.6353
C: -1.4063 -0.7041 -0.3212
N: 0.5387 0.8867 -0.1813
N: 0.4612 -0.6899 2.4286
O: -0.8361 1.4097 -2.1112
H: -0.2378 1.7146 -2.8034
H: 0.3386 0.1689 2.9431
H: -0.3175 -1.3291 2.4755
H: 2.0869 -0.0233 1.3206
H: 1.3705 -1.6233 0.8256
H: 0.4806 2.4404 1.1915
H: -0.7284 2.4753 -0.1202
H: -0.9729 1.3985 1.2644
H: -1.4500 -1.7935 -0.3265
H: 0.7273 -2.0908 -1.4084
H: 1.7884 -0.6765 -1.7020
H: 0.2768 -0.8611 -2.6032
H: -2.0526 -0.3166 -1.1128
H: -1.8010 -0.3354 0.6253

Calculated values
Total charge: 0

=====

--- Q ---
2 unconnected molecules or ions with the total composition C5H14N2O. Source: the OMol25 dataset; level of theory: wB97M-V/def2-TZVPD.

Cartesian coordinates (Å):
C: 3.2733 0.3577 0.3732
C: 1.8514 0.0800 -0.1169
C: 0.7678 0.7937 0.6846
C: -0.5500 0.9478 -0.0586
N: -1.2839 -0.3181 -0.0391
C: -2.5461 -0.2869 -0.1541
N: -3.3902 0.7985 -0.3206
H: 4.0288 0.1874 -0.3969
H: 3.4025 1.3999 0.6813
H: 3.5344 -0.2760 1.2073
H: 1.7672 0.4067 -1.1540
H: 1.7246 -1.0038 -0.0753
H: 1.1658 1.7539 1.0299
H: 0.5400 0.2521 1.6024
H: -0.3566 1.1709 -1.1028
H: -1.1239 1.7384 0.4336
H: -3.0732 -1.2408 -0.1450
H: -4.1286 0.6165 -0.9843
H: -2.9594 1.6955 -0.4864
O: -1.1442 -3.2162 -0.5545
H: -0.4087 -3.5961 -0.0687
H: -1.0908 -2.2611 -0.3553

Calculated values
Total charge: 0
Structure (SMILES): CCCC/N=C\N.O

=====

--- R ---
A molecular structure, C5H14N2O. Source: the OMol25 dataset; level of theory: wB97M-V/def2-TZVPD.

Cartesian coordinates (Å):
N: -2.7658 0.1430 0.9297
C: -2.6391 -1.1193 0.2056
C: -1.3956 -1.9393 0.6668
N: -0.2990 -1.0155 0.5581
C: 0.3801 1.6610 -1.3590
C: 1.2786 1.5634 -0.1985
C: 2.3513 0.6683 0.0750
O: 3.1828 0.2685 -0.9507
H: -3.0592 -0.0247 1.8725
H: -1.8180 0.5091 0.9899
H: 0.5402 -1.3706 1.0281
H: -3.5762 -1.6591 0.3349
H: -2.4501 -0.9104 -0.8497
H: -1.3528 -2.7800 -0.0470
H: -1.5943 -2.3230 1.6768
H: 2.8725 -0.5871 -1.2781
H: 0.7110 0.9838 -2.1445
H: -0.6351 1.3668 -1.0781
H: 0.4067 2.6654 -1.7815
H: 0.9404 2.1982 0.6132
H: 1.2552 0.2672 0.2078
H: 2.9507 0.8784 0.9459

Calculated values
Total charge: 0

=====

--- S ---
2 unconnected molecules or ions with the total composition C5H14N2O. Source: the OMol25 dataset; level of theory: wB97M-V/def2-TZVPD.

Cartesian coordinates (Å):
H: 0.5451 0.8559 -2.9346
N: 1.4029 0.4969 -2.5411
C: 1.6443 0.2490 -1.3364
N: 0.9250 0.4677 -0.1721
C: 1.0088 -0.6240 0.8201
C: -0.0031 -0.4033 1.9314
C: -1.4835 -0.6595 1.6244
C: -1.9070 -2.0479 2.0751
H: 2.5589 -0.3112 -1.1470
H: -0.0437 0.6896 -0.3717
H: 1.9688 -0.6087 1.2983
H: 0.7789 -1.5388 0.3066
H: 0.3272 -0.9969 2.7966
H: 0.1392 0.5454 2.4596
H: -2.0148 0.0429 2.2246
H: -1.6562 -0.5746 0.5569
H: -2.9369 -2.3416 1.8705
H: -1.3626 -2.8534 1.5477
H: -1.6685 -2.2836 3.1151
O: 0.3698 3.9849 -4.9789
H: 0.3636 4.6099 -4.2490
H: 1.0437 3.3015 -4.8959

Calculated values
Total charge: 0
Structure (SMILES): [H]/N=C\NCCCC.O

=====

Short version: R is the least stable of them.